(1)
This record from OMol25 describes a molecular structure, C17H25GaN3SbSe5. The level of theory is ωB97M-V/def2-TZVPD.

Calculated values
Charge: -2
Highest occupied orbital energy, Eh: -0.061
E_LUMO, eV: 4.439
HOMO-LUMO gap, Eh: 0.22387

The geometry in XYZ format:
```
52
Properties=species:S:1:pos:R:3:forces:R:3:nbo_charge:R:1
Ga -1.412846 1.245206 0.080355 -0.0019 -0.2847 0.1374 1.224
Se -5.341490 3.902948 1.620018 0.0929 -0.0936 -0.0653 -0.782
Sb -4.576642 2.241309 0.040939 -0.0619 0.0118 0.1006 1.083
Se -3.324382 0.303425 1.176900 -0.1948 0.3027 -0.1659 -0.671
Se -2.402689 3.045761 -1.115393 -0.0384 -0.2241 0.1751 -0.625
Se -6.225621 1.399859 -1.523331 0.0769 0.1422 0.0496 -0.799
C 2.323514 1.288201 -2.876082 -0.0090 0.0033 -0.0220 -0.593
C 1.523242 1.594474 -1.610925 0.0491 0.0651 0.0685 -0.263
C 1.238200 3.097040 -1.515815 0.0364 -0.0339 0.0004 -0.593
C 2.178673 1.110335 -0.336138 -0.0132 0.0009 0.0691 -0.110
C 3.553054 1.244839 -0.188426 -0.0622 -0.0444 0.0199 -0.211
C 4.215001 0.851050 0.966061 -0.0544 -0.0285 0.0453 -0.315
C 3.452550 0.307647 1.994218 -0.0537 0.0132 -0.0378 -0.210
C 2.073858 0.157953 1.906445 0.1018 0.0505 0.0326 -0.100
C 1.351176 -0.394650 3.126244 -0.1684 0.0053 -0.1375 -0.220
C 0.445096 0.656071 3.778152 -0.0422 0.0046 -0.0755 -0.604
C 0.558764 -1.673031 2.828935 -0.0207 0.0148 -0.0227 -0.617
C 1.365655 0.576134 0.727507 0.0166 -0.0011 -0.3001 0.278
N 0.027868 0.367032 0.655405 0.1822 0.3667 0.0858 -1.273
H 1.701066 1.448792 -3.760517 0.0153 0.0025 0.0385 0.209
H 2.662093 0.249816 -2.883674 -0.0107 0.0098 -0.0220 0.205
H 3.202337 1.935664 -2.965002 0.0005 -0.0369 0.0042 0.179
H 0.570478 1.071479 -1.703052 -0.0648 -0.0682 -0.0511 0.241
H 2.179523 3.647410 -1.410552 -0.0101 -0.0095 -0.0375 0.187
H 0.628334 3.324286 -0.641836 -0.0315 0.0362 0.0420 0.219
H 0.710349 3.464572 -2.399521 -0.0142 -0.0071 -0.0033 0.203
H 4.131631 1.672206 -1.003060 -0.0354 -0.0180 -0.0029 0.185
H 5.289203 0.965109 1.062193 -0.0225 -0.0105 0.0083 0.183
H 3.944302 -0.002438 2.913537 -0.0045 -0.0118 -0.0007 0.179
H 2.132238 -0.653956 3.850332 0.0326 0.0059 0.0225 0.174
H -0.366468 0.918325 3.097503 0.0359 -0.0300 0.0412 0.243
H 1.008343 1.565773 4.002274 -0.0051 -0.0325 0.0409 0.195
H 0.005786 0.273946 4.706353 0.0413 0.0124 -0.0237 0.183
H -0.237051 -1.442499 2.118407 0.0424 -0.0320 0.0276 0.254
H 0.113308 -2.076731 3.745645 0.0492 0.0067 -0.0164 0.182
H 1.211725 -2.435763 2.391460 -0.0205 -0.0079 0.0233 0.186
C 0.624479 -2.302696 -1.245649 -0.0307 -0.0373 -0.0189 -0.418
N -0.817650 -2.431590 -1.149234 0.0087 0.0243 -0.0148 -0.368
C -1.477247 -3.117546 -0.146859 0.1896 0.0103 -0.0362 -0.080
C -2.794033 -2.911350 -0.324926 -0.1074 0.2012 -0.1424 -0.059
N -2.930879 -2.097745 -1.433460 -0.0571 -0.1797 -0.0588 -0.370
C -4.200621 -1.606427 -1.941276 -0.0330 -0.0440 0.1199 -0.431
C -1.715122 -1.800839 -1.951189 -0.0684 -0.2491 0.2127 0.263
Se -1.382207 -0.827634 -3.481791 0.1656 0.0675 -0.0218 -0.365
H 1.086369 -3.276876 -1.078390 -0.0286 -0.0036 -0.0125 0.184
H 0.975446 -1.583547 -0.508976 -0.0047 0.0633 0.0586 0.251
H 0.864564 -1.942013 -2.242679 -0.0134 -0.0072 -0.0287 0.242
H -0.949238 -3.676627 0.606370 0.0122 0.1117 -0.0087 0.222
H -3.642891 -3.224608 0.256289 0.0222 0.0228 -0.0319 0.225
H -4.927859 -2.420747 -1.935233 0.0416 0.0164 -0.0079 0.185
H -4.052628 -1.241374 -2.952505 0.0249 -0.0027 -0.0214 0.248
H -4.570662 -0.785975 -1.326047 0.0457 -0.0738 -0.0354 0.263
```
Positions in Å, forces in eV/Å.



(2)
This record from OMol25 describes a molecular structure, C30H80CuF2NO34S12 at a distorted geometry. The level of theory is ωB97M-V/def2-TZVPD.

Calculated values
Charge: +2
⟨S²⟩: 2.0103
Multiplicity: 3
Highest occupied orbital energy (spin up / spin down), Eh: -0.518 / -0.518
E_LUMO (spin up / spin down), eV: -7.120 / -11.488
HOMO-LUMO gap (spin up / spin down), Eh: 0.25603 / 0.09534

The geometry in XYZ format:
```
160
Properties=species:S:1:pos:R:3:forces:R:3:mulliken_spin:R:1
Cu 2.723414 0.391550 -2.391510 -1.6708 -1.8563 1.2276 0.801
N 0.968204 -0.157897 -1.323405 -0.8063 2.1404 3.5807 0.089
S -0.219391 -1.145595 -1.626340 -1.3203 -7.9048 -4.5228 0.002
O -1.222009 -0.645572 -2.500669 0.0040 0.6127 0.8419 0.001
O -0.531335 -2.272695 -0.697451 0.8543 3.9714 -1.1116 0.020
F 0.754210 -1.935523 -2.640561 -0.4649 -0.2635 -0.2003 0.000
S 0.298643 0.258187 0.177669 0.9577 3.1951 5.8641 0.005
O 0.870989 -0.369284 1.370043 -0.4665 0.4787 -3.0402 0.000
O -1.128142 0.561703 0.277043 2.0654 -1.0604 -1.6461 0.020
F 0.922312 1.747179 0.268270 -0.1742 -0.6681 -0.7781 -0.009
O -1.400224 8.472521 0.338193 2.2780 -1.0458 -0.5739 0.000
S -0.230556 7.674790 -0.041304 -0.9885 -0.1216 0.1075 0.000
O 0.945264 7.521613 0.805976 -1.8416 -0.0065 -0.8426 0.000
O -0.895045 6.177607 -0.424411 0.8115 2.1944 -1.7568 -0.002
C -1.076907 5.233632 0.556030 0.9121 -1.2400 2.2307 0.001
C -1.813713 4.016132 0.084616 -0.6587 0.4847 -0.5426 -0.001
C 0.419694 8.080103 -1.707428 -0.6495 -0.4268 1.0794 0.000
H -1.556947 5.644390 1.444263 -0.2355 0.1218 0.0052 0.000
H -0.111448 4.872079 0.909950 0.3549 0.2138 0.1070 0.000
H -2.848524 4.306200 -0.097404 -0.2900 -0.3647 0.2506 0.006
H -1.721333 3.253943 0.858321 -0.2877 -0.0572 -0.1172 -0.001
H -1.453430 3.635186 -0.870994 0.4259 -0.0688 0.0393 -0.002
H 1.298399 7.439369 -1.781200 0.0179 0.3373 -0.1488 0.000
H 0.636275 9.147506 -1.664404 0.1831 -0.1448 -0.0623 0.000
H -0.298703 7.855067 -2.495695 -0.0493 0.0543 0.2435 0.000
O 0.822905 4.577306 4.270006 -0.7399 -1.8516 1.0870 0.000
S 0.098286 3.369792 4.658749 -1.5017 0.1750 -0.6498 0.000
O 0.109136 2.732362 5.992677 -0.0371 1.6606 -2.8089 0.000
O -1.507683 3.735171 4.134596 2.7791 -0.6241 1.2126 0.000
C -2.586039 3.093688 4.822599 -0.9755 0.9300 0.4599 0.000
C -3.658604 2.807522 3.821145 -0.3429 -0.6643 -0.4450 0.000
C 0.384823 2.106910 3.387203 0.1424 -0.4360 0.9306 0.001
H -3.003252 3.829590 5.509977 0.2750 -0.0689 0.4093 0.000
H -2.341098 2.197174 5.392127 0.5599 0.0522 -0.2579 0.000
H -3.194711 2.346543 2.949137 -0.1886 -0.2042 -0.1271 0.000
H -4.249544 3.664954 3.499094 0.2822 0.1917 0.0999 0.000
H -4.349921 2.098519 4.276678 -0.0936 -0.0990 -0.1768 0.000
H 1.192170 1.436507 3.681904 0.3915 0.4566 0.0921 0.000
H 0.596248 2.562923 2.420010 -0.2967 0.0480 0.3422 0.000
H -0.471203 1.432409 3.406639 -0.3276 0.3177 -0.2725 0.001
O 2.655165 -3.659052 4.081682 0.8112 1.1581 0.4185 0.000
S 3.233999 -2.622428 4.912751 1.3206 0.4627 0.8291 0.000
O 3.606539 -2.915346 6.294516 -1.0681 0.6123 -1.8745 0.000
O 4.642182 -2.083767 4.206057 -0.5494 -0.4750 0.0555 0.000
C 5.663692 -1.418908 5.029920 0.2071 2.1129 0.0789 0.000
C 6.843244 -0.792786 4.164945 -1.3155 -1.8715 0.3020 0.000
C 2.127853 -1.111754 4.767292 0.7592 -0.9747 0.8709 0.000
H 6.030704 -2.027746 5.856196 -0.0785 -0.4274 -0.4832 0.000
H 5.210889 -0.543198 5.494898 -0.4660 -0.1171 0.2316 0.000
H 7.637918 -0.368587 4.778674 -0.2147 -0.2880 0.3007 0.000
H 6.516628 -0.007262 3.483491 -0.2732 -0.2675 -0.0555 0.000
H 7.207113 -1.677424 3.642345 0.5422 0.4103 -0.4839 0.000
H 2.713627 -0.249158 4.449620 0.0220 -0.2696 -0.2129 0.000
H 1.799368 -0.938450 5.792071 -0.0617 0.0117 -0.0168 0.000
H 1.274799 -1.345483 4.130303 0.2782 -0.0476 -0.1632 0.000
O 3.404732 -1.786771 -1.572555 0.2805 0.1847 -0.2164 0.002
S 3.672257 -3.022159 -0.833091 0.6653 -0.9122 1.8892 0.001
O 3.368003 -4.294801 -1.431730 0.5619 1.5422 0.2910 0.000
O 5.249244 -3.019881 -0.328718 -1.5570 -0.6197 -0.6636 0.000
C 6.069580 -1.859213 -0.361980 0.5867 1.0572 -0.7519 0.001
C 7.475654 -2.235571 -0.801278 -0.2739 0.2892 -0.2895 0.000
C 2.992953 -2.877688 0.844755 0.5791 0.4284 -0.9864 0.001
H 6.141742 -1.289250 0.564320 -0.5079 -0.6086 0.6394 0.000
H 5.606596 -1.162154 -1.060443 0.1829 0.0599 -0.3137 -0.001
H 8.081535 -1.337901 -0.924626 -0.0860 0.2072 0.1187 0.000
H 7.422433 -2.685629 -1.792599 0.2082 -0.4031 0.2178 0.000
H 7.988311 -2.844787 -0.056880 -0.1851 -0.2630 -0.2478 0.000
H 3.433123 -3.649999 1.475542 -0.2038 -0.1777 -0.2778 0.000
H 1.903355 -2.848904 0.852305 0.1498 -0.0096 -0.1028 -0.001
H 3.452291 -1.930972 1.129059 -0.4118 0.1475 0.3766 0.000
O -2.239299 -0.222571 3.918334 -0.1865 -2.0241 0.0166 0.000
S -2.414677 -1.654338 4.154018 -0.1015 -1.4907 -0.5256 0.000
O -3.679980 -2.344022 3.818146 2.3970 1.7205 1.1587 0.000
O -1.250102 -2.453204 3.267738 -1.1853 1.2001 0.7432 0.000
C -1.212134 -3.894770 3.359695 0.6790 -1.1283 0.1141 0.000
C -0.379323 -4.447369 2.219856 0.5674 1.1042 -0.4264 0.000
C -1.825988 -2.030388 5.861428 -0.2264 0.1247 -0.2760 0.000
H -2.172987 -4.408771 3.385563 -0.3637 0.7149 -0.0565 0.000
H -0.670032 -4.175649 4.262661 -0.1409 0.1833 0.3097 0.000
H 0.642936 -4.082986 2.321369 0.1987 -0.2393 0.3583 0.000
H -0.663408 -4.010751 1.262382 -0.5689 -0.3939 -0.1250 0.000
H -0.357092 -5.537028 2.204347 -0.2071 0.1250 -0.0114 0.000
H -1.594932 -3.090285 5.967934 -0.4327 -0.0041 -0.2164 0.000
H -2.568759 -1.714424 6.593923 -0.2587 -0.1469 -0.2997 0.000
H -0.910061 -1.497544 6.116854 -0.0380 0.2973 -0.6215 0.000
O -3.218548 5.247932 -4.522710 -1.5536 -0.9458 1.5631 0.189
S -4.273894 5.158862 -3.514101 1.1000 3.9763 0.1220 -0.069
O -5.650093 5.081458 -3.879912 0.2978 -0.6327 -0.1399 0.153
O -3.987181 3.859387 -2.559815 0.4109 0.9047 -0.4095 0.463
C -4.010576 2.639458 -3.163894 0.2127 -3.5286 2.5696 0.077
C -3.682266 1.553066 -2.090171 0.0063 0.9083 -0.3656 0.038
C -4.048166 6.508135 -2.231884 -0.2920 -0.8554 -0.9547 -0.011
H -3.192940 2.486311 -3.868251 0.2769 0.5372 -0.8887 0.062
H -4.966367 2.439418 -3.648194 -0.3010 0.3284 -0.6644 0.060
H -2.767479 1.842895 -1.573202 0.4011 -0.1927 -0.2874 0.014
H -3.576226 0.569679 -2.548218 -0.0377 0.1313 0.1288 0.005
H -4.386755 1.521992 -1.259014 -0.6291 -0.0342 -0.3289 0.012
H -4.383686 6.134634 -1.264404 0.1123 -0.1003 -0.1220 0.000
H -4.720821 7.298528 -2.564933 -0.0385 -0.0981 -0.1202 0.000
H -3.020037 6.870134 -2.229925 -0.0342 -0.3924 0.0080 0.003
O -0.591463 -4.293687 -5.286160 -0.9557 -0.9833 0.5835 0.000
S -1.494306 -5.407677 -5.013808 -0.6640 -1.2369 1.2347 0.000
O -1.615197 -6.484616 -5.976820 0.1852 1.4733 1.4553 0.000
O -1.143029 -6.142354 -3.513148 0.1694 0.7863 -2.3819 0.000
C -0.519519 -5.335535 -2.517027 0.2607 0.2785 1.3582 0.000
C -0.216963 -6.180573 -1.270663 -0.4780 -0.7924 -0.7501 0.000
C -3.181671 -4.818095 -4.504183 0.8596 0.1512 -1.0167 0.000
H -1.194856 -4.543649 -2.193081 -0.1915 0.2382 -0.2061 0.000
H 0.408369 -4.861763 -2.837448 -0.0403 -0.1667 -0.4830 0.000
H 0.250178 -7.128883 -1.536371 0.6033 0.2439 -0.2058 0.000
H -1.127521 -6.556227 -0.803894 -0.2190 0.5652 0.2468 0.000
H 0.405973 -5.620970 -0.572881 -0.1165 -0.0691 -0.0246 0.000
H -3.078403 -3.858850 -3.996953 0.1527 -0.2390 0.3153 0.000
H -3.671627 -5.596365 -3.919099 0.3445 0.1003 -0.0308 0.000
H -3.757278 -4.628264 -5.410132 0.1437 -0.1723 -0.1333 0.000
O 1.980555 0.514266 -6.756069 -0.4516 -1.3396 2.0544 0.008
S 1.377287 -0.296796 -5.703886 -1.4427 1.1281 -1.5800 -0.003
O 1.849642 -0.093001 -4.279503 -0.4161 0.1407 -1.2447 0.024
O -0.275573 0.042483 -5.762506 3.7290 -0.3000 3.1816 0.001
C -0.952575 0.238083 -6.975475 -0.9862 -0.6857 -0.9823 0.000
C -2.329559 -0.335202 -6.682425 -0.1998 -0.3961 -0.0126 0.000
C 1.442927 -2.095773 -6.165600 1.0380 0.6530 0.2893 0.003
H -0.441797 -0.341029 -7.744787 -0.1812 0.1693 -0.3217 0.000
H -1.039884 1.282670 -7.274313 0.4939 0.0578 0.1709 0.000
H -2.861572 0.180407 -5.882910 0.0875 0.5448 -0.2024 0.000
H -2.242267 -1.337132 -6.262156 0.1588 -0.2332 -0.4141 0.000
H -2.936119 -0.355829 -7.587830 -0.0587 0.0048 0.0965 0.000
H 2.162863 -2.131477 -6.983237 -0.1250 0.3243 -0.1633 0.000
H 0.489784 -2.516152 -6.486392 -0.1116 0.3714 0.4293 0.000
H 1.918907 -2.652786 -5.358591 -0.5205 0.0981 0.2799 0.000
O 4.155015 0.316069 1.961622 -1.2809 2.8265 -2.9378 0.001
S 3.990449 1.395305 0.951741 2.4149 0.1640 2.6363 0.005
O 3.485632 1.144157 -0.400481 -0.1806 -0.4347 -0.6978 0.022
O 3.170837 2.626726 1.606067 1.0221 -5.0971 1.6009 0.002
C 2.825001 3.731540 0.942821 0.5263 5.0790 -2.8358 -0.004
C 3.668571 4.929454 1.435840 -0.3603 -0.0590 1.0680 0.001
C 5.647825 2.219896 0.815896 -0.5380 -0.6990 -0.6000 0.003
H 1.765295 3.977220 1.011847 0.0605 -0.4044 0.2576 0.003
H 3.093912 3.765655 -0.112938 -0.3693 -1.0283 -0.4448 0.000
H 3.350964 5.092906 2.465649 0.3262 0.3936 0.1015 0.000
H 3.565612 5.859707 0.877160 -0.6273 -0.1887 -0.1212 0.000
H 4.742717 4.745528 1.413710 -0.0639 -0.3918 0.0825 0.000
H 5.696878 2.915248 -0.022063 -0.5607 0.2579 0.2019 0.000
H 6.407342 1.482280 0.556747 -0.2127 -0.3800 0.4041 0.000
H 5.851817 2.700264 1.772839 -0.1148 -0.1691 -0.1103 0.001
O -4.016257 -1.443916 -1.467579 -1.0135 -0.0826 0.9609 0.001
S -4.858898 -1.469052 -0.270987 0.1739 0.2746 -0.6348 0.003
O -6.137471 -0.771055 -0.310847 1.1517 -1.2027 -0.1693 0.000
O -4.974776 -3.040377 0.176491 0.6811 2.7032 0.8964 0.000
C -5.734079 -3.880025 -0.639821 -0.3812 -2.9478 -0.5939 0.000
C -4.838736 -5.119201 -1.037180 -0.3143 1.2844 -1.3463 0.000
C -3.943376 -0.786817 1.089606 -0.7285 -0.9374 0.3603 -0.002
H -6.076558 -3.357364 -1.532924 -0.0429 -0.1279 -0.0189 0.000
H -6.589673 -4.274805 -0.091910 -0.1387 0.5464 0.1782 0.000
H -5.342505 -5.958027 -1.517481 -0.7441 0.1024 0.4406 0.000
H -4.172464 -5.540713 -0.284514 -0.1159 0.5316 0.1479 0.000
H -4.313261 -4.701739 -1.896080 0.9790 -0.2179 0.2852 0.000
H -3.010994 -1.344912 1.174945 0.1033 0.4550 -0.0622 0.000
H -4.549341 -0.949423 1.980932 0.0519 -0.2090 -0.0166 0.000
H -3.890648 0.295929 0.975639 0.3750 -0.2159 -0.4364 0.001
```
Positions in Å, forces in eV/Å.



(3)
This record from OMol25 describes a single C4H6N2O2 molecule at a distorted geometry. The level of theory is ωB97M-V/def2-TZVPD.

Calculated values
Charge: 0
Highest occupied orbital energy, Eh: -0.369
Structure (SMILES): [H]/N=C\OC(=C)C(N)=O
E_LUMO, eV: 0.025
HOMO-LUMO gap, Eh: 0.36974
Relative energy (zero: lowest compared OMol25 entry of this formula, charge and spin), eV: 3.996

The geometry in XYZ format:
```
14
Properties=species:S:1:pos:R:3:forces:R:3:nbo_charge:R:1
C -0.809938 -0.524100 0.632327 -0.8923 -5.0485 -0.4811 0.523
C 0.561582 -0.713086 0.021894 1.6000 4.1829 0.0054 0.239
N -1.813941 -0.408884 -0.337103 0.6700 0.5260 1.0059 -0.828
C 0.470176 1.685805 0.043837 -4.9697 -2.6264 2.0647 0.512
C 1.439312 -1.688934 0.052499 -0.2717 0.1764 0.0266 -0.403
O 1.038366 0.657027 -0.509267 1.3414 -2.9816 -0.8555 -0.527
N 0.337250 2.885716 -0.180615 0.4351 1.3398 -0.1583 -0.693
O -1.000067 -1.177469 1.671334 -0.1596 1.8189 -0.8834 -0.565
H -2.628085 -0.984864 -0.182856 -0.0210 0.3914 -0.1400 0.417
H -1.600490 0.033797 -1.217762 -0.2895 -0.2123 0.0820 0.401
H 0.881808 3.328554 -0.916811 0.2994 -0.2706 0.0939 0.365
H -0.492275 1.085000 0.743746 2.5178 2.7587 -0.6267 0.083
H 1.181037 -2.620996 0.526273 -0.1473 -0.1101 -0.0622 0.242
H 2.435264 -1.557566 -0.347495 -0.1125 0.0555 -0.0714 0.236
```
Positions in Å, forces in eV/Å.